{"formula": "C22H25FN2O3", "method": "the ωB97M-V functional and the def2-TZVPD basis", "smiles": "CN(CCOc1ccccc1)C(=O)C1CCN(C(=O)c2ccc(F)cc2)CC1", "total_energy_ha": -1288.4584, "total_charge": 0, "gap_ev": 9.345, "e_lumo_ha": 0.021, "species": ["C", "N", "C", "O", "C", "H", "C", "H", "C", "N", "C", "O", "C", "C", "C", "C", "C", "C", "H", "H", "F", "H", "H", "C", "C", "H", "H", "H", "H", "H", "H", "H", "C", "C", "O", "C", "C", "C", "C", "C", "C", "H", "H", "H", "H", "H", "H", "H", "H", "H", "H", "H", "H"], "xyz": [[1.894453, 0.490945, 1.807491], [1.414144, 1.552461, 0.955713], [0.126545, 1.940475, 0.768695], [-0.141529, 2.811220, -0.041327], [-0.946517, 1.254981, 1.610755], [-0.577646, 1.159257, 2.636823], [-1.254576, -0.139959, 1.044527], [-0.340437, -0.717692, 0.907438], [-1.984328, -0.027262, -0.297334], [-3.207939, 0.715326, -0.126704], [-4.448193, 0.182684, -0.085113], [-5.427711, 0.809472, 0.276578], [-4.580450, -1.235395, -0.561507], [-5.010531, -2.216176, 0.323737], [-5.210025, -3.514507, -0.110066], [-4.990394, -3.809007, -1.443176], [-4.583402, -2.846691, -2.350032], [-4.378830, -1.554903, -1.900503], [-4.068904, -0.786669, -2.593332], [-4.435505, -3.112765, -3.384729], [-5.180397, -5.073909, -1.874260], [-5.537551, -4.289841, 0.564252], [-5.192203, -1.956738, 1.355641], [-2.986982, 2.072880, 0.327241], [-2.237790, 2.084172, 1.659299], [-2.000728, 3.115836, 1.919892], [-2.885799, 1.670133, 2.435195], [-3.961945, 2.549461, 0.438054], [-2.399296, 2.603764, -0.425290], [-2.198028, -1.022583, -0.688618], [-1.353028, 0.508945, -1.014481], [-1.896361, -0.675424, 1.748704], [2.408544, 2.139971, 0.077056], [2.567212, 1.335987, -1.222126], [3.087394, 0.041843, -1.015946], [4.417250, -0.121374, -0.748140], [5.376563, 0.884333, -0.764598], [6.698814, 0.578205, -0.485194], [7.080038, -0.715632, -0.184603], [6.124395, -1.719647, -0.168869], [4.805559, -1.427772, -0.446524], [4.050510, -2.198607, -0.444301], [6.408840, -2.735492, 0.061256], [8.112182, -0.942132, 0.033846], [7.434893, 1.368433, -0.503840], [5.115505, 1.904575, -0.999266], [1.578601, 1.175536, -1.659750], [3.175406, 1.898700, -1.939243], [2.071107, 3.145765, -0.183252], [3.358753, 2.194166, 0.612323], [2.084297, -0.418095, 1.230488], [2.835716, 0.803638, 2.265054], [1.190302, 0.265112, 2.602068]], "atomic_forces_ev_per_a": [[-0.0186, -0.3050, 0.1664], [0.3456, 0.0814, -0.1136], [-0.0548, -0.1933, 0.5091], [-0.1901, 0.2429, -0.3116], [-0.1445, 0.0904, 0.1219], [0.0078, -0.0327, -0.1075], [0.0571, 0.0897, -0.1700], [0.0430, -0.0791, 0.0377], [0.2757, -0.4228, 0.1430], [0.1344, 0.1909, -0.1079], [-0.0686, -0.1968, -0.1477], [-0.2421, 0.0204, 0.1714], [-0.2092, -0.0421, -0.0553], [0.0844, 0.1450, -0.1299], [0.0124, -0.1619, -0.1658], [0.0336, 0.1050, 0.0414], [-0.0559, -0.2134, 0.0163], [-0.0418, -0.0063, 0.2353], [0.0519, 0.0719, -0.0741], [0.0004, -0.0516, -0.0948], [0.0064, 0.1170, 0.0368], [-0.0283, -0.0936, 0.0449], [-0.0446, 0.0277, 0.0998], [-0.2382, 0.4778, 0.1164], [0.1661, 0.0367, -0.2417], [-0.0402, 0.0125, 0.0560], [-0.0062, 0.0087, 0.0280], [0.1442, -0.0423, -0.0416], [-0.1194, -0.0569, 0.0831], [0.0951, 0.1697, 0.0132], [-0.0250, -0.0856, -0.0495], [0.0238, -0.0512, 0.0016], [-0.0050, -0.0369, -0.4458], [-0.1332, 0.5985, 0.1151], [0.2084, -0.3352, 0.0575], [0.0576, -0.1804, 0.0652], [-0.3142, 0.1590, -0.0982], [0.1114, -0.0934, 0.0395], [0.1671, 0.0569, 0.0125], [-0.0418, 0.0113, 0.0012], [-0.1739, 0.1093, -0.0375], [-0.0936, -0.0850, -0.0027], [0.0137, -0.0901, 0.0157], [0.0908, -0.0153, 0.0179], [0.0537, 0.0617, -0.0012], [-0.0587, 0.0708, -0.0101], [0.1213, 0.0930, 0.0180], [-0.0337, -0.0639, -0.0008], [0.1571, -0.1019, 0.0239], [-0.0505, 0.0222, -0.0097], [0.0142, -0.0018, 0.1043], [-0.0474, -0.0335, 0.0106], [0.0023, 0.0018, 0.0131]], "lowdin_charge": [-0.0331, -0.0810, -0.4250, 0.0575, -0.2262, 0.1328, -0.1049, 0.1091, -0.1278, -0.0387, -0.4297, 0.0747, -0.1591, -0.0100, 0.0011, -0.2744, 0.0010, -0.0281, 0.1260, 0.1186, 0.0568, 0.1184, 0.1233, -0.1262, -0.1086, 0.1232, 0.1246, 0.1243, 0.1206, 0.1194, 0.1327, 0.1276, -0.1192, -0.1563, -0.0578, -0.2736, -0.0296, -0.0852, -0.1025, -0.0859, -0.0139, 0.1163, 0.1038, 0.0988, 0.1044, 0.1047, 0.1321, 0.1250, 0.1283, 0.1199, 0.0891, 0.0997, 0.0829]}